[1]
Below is a structure of composition C33H21BrF4N2O2PSY at a distorted geometry, with properties calculated with ωB97M-V/def2-TZVPD.

Each line ends with the Mulliken charge.
Cartesian coordinates (Å):
Y: -0.140 0.662 0.954  0.966
F: -4.824 -4.525 -2.206  -0.233
C: -3.899 -3.542 -2.173  0.199
C: -3.401 -2.957 -3.301  0.295
F: -3.845 -3.328 -4.513  -0.266
C: -2.484 -1.885 -3.280  0.322
F: -2.018 -1.405 -4.476  -0.295
C: -1.970 -1.454 -2.104  0.708
P: -0.832 -0.016 -1.976  0.451
C: -1.826 1.225 -2.932  0.682
C: -1.768 1.448 -4.334  0.096
C: -2.664 2.349 -4.919  -0.744
C: -3.563 3.062 -4.187  -0.502
C: -3.657 2.839 -2.799  -0.814
C: -2.794 1.929 -2.209  -0.408
C: 0.521 -0.310 -3.146  0.922
C: 1.229 0.807 -3.645  -0.748
C: 2.056 0.723 -4.777  -0.470
C: 2.213 -0.474 -5.426  -0.572
C: 1.536 -1.598 -4.952  -0.764
C: 0.722 -1.542 -3.819  -0.608
C: -2.428 -2.113 -0.885  -0.757
Br: -1.889 -1.624 0.946  0.114
C: -3.354 -3.095 -0.957  0.597
F: -3.778 -3.657 0.201  -0.299
H: -1.067 0.892 -4.982  0.274
H: -2.658 2.424 -5.989  0.424
H: -4.157 3.844 -4.667  0.395
H: -4.440 3.346 -2.274  0.444
H: -2.891 1.813 -1.137  0.317
H: 1.041 1.834 -3.288  0.369
H: 2.531 1.650 -5.155  0.389
H: 2.798 -0.491 -6.353  0.396
H: 1.679 -2.555 -5.449  0.448
H: 0.176 -2.406 -3.492  0.631
O: -1.311 1.512 2.625  -0.808
S: -0.535 0.915 3.803  1.876
O: -1.280 -0.025 4.602  -0.601
N: 0.695 0.263 2.921  -0.541
C: 1.544 -0.764 3.248  0.403
C: 1.611 -1.452 4.465  -0.485
C: 2.507 -2.503 4.626  -0.983
C: 3.361 -2.876 3.619  -0.703
C: 3.318 -2.270 2.343  0.661
C: 4.189 -2.594 1.274  -0.625
C: 3.905 -2.157 0.012  -0.795
C: 2.895 -1.170 -0.152  -0.138
N: 2.054 -0.805 0.834  -0.105
C: 2.280 -1.287 2.123  0.287
C: -0.018 2.249 4.811  0.290
C: 0.882 3.170 4.354  -0.279
C: 1.309 4.201 5.177  -0.678
C: 0.813 4.259 6.494  -0.456
C: -0.193 3.353 6.911  -0.757
C: -0.553 2.311 6.110  -0.358
H: 0.962 -1.100 5.231  0.545
H: 2.592 -3.051 5.532  0.453
H: 3.976 -3.770 3.750  0.391
H: 5.042 -3.172 1.465  0.545
H: 4.525 -2.458 -0.834  0.395
H: 2.678 -0.761 -1.153  0.510
H: 1.200 3.134 3.316  0.216
H: 2.028 4.916 4.777  0.407
H: 1.294 4.953 7.144  0.438
H: -0.588 3.476 7.873  0.468
H: -1.338 1.632 6.406  0.469

net charge	+2
2S+1	1
E_HOMO	-13.64	eV
gap between HOMO and LUMO	0.24676	hartree

---

[2]
Below is a structure of composition C5H9AgCl3NO3P at a distorted geometry, with properties calculated with ωB97M-V/def2-TZVPD.

Each line ends with the Mulliken charge.
Cartesian coordinates (Å):
Ag: 6.476 7.123 8.946  0.126
C: 4.066 5.490 12.750  -0.553
O: 4.725 6.495 11.883  -0.365
P: 5.301 5.975 10.534  1.411
O: 6.279 4.772 11.062  -0.343
C: 7.626 5.088 11.556  -0.668
O: 4.063 5.212 9.838  -0.345
C: 4.423 4.722 8.494  -0.884
H: 4.928 5.043 13.257  0.246
H: 3.338 4.856 12.075  0.298
H: 3.434 6.113 13.434  0.230
H: 7.795 4.417 12.360  0.256
H: 7.658 6.234 11.722  0.329
H: 8.363 4.862 10.739  0.240
H: 3.580 4.083 8.118  0.307
H: 5.260 4.113 8.371  0.416
H: 4.384 5.534 7.764  0.303
Cl: 6.603 7.221 3.228  -0.060
C: 5.490 6.538 4.499  0.635
Cl: 3.901 7.425 4.431  -0.053
Cl: 5.264 4.770 4.343  -0.049
C: 6.037 6.845 5.825  -0.243
N: 6.201 7.110 6.942  -0.234

net charge	+1
2S+1	1
E_HOMO	-13.49	eV
gap between HOMO and LUMO	0.35337	hartree

---

[3]
Below is a cluster of 2 separate species, C2H5NO3 in total at a distorted geometry, with properties calculated with ωB97M-V/def2-TZVPD.

Each line ends with the Mulliken charge.
Cartesian coordinates (Å):
N: -1.514 0.944 1.223  -0.331
C: -0.476 0.213 1.688  0.096
O: 0.502 -0.076 1.036  -0.510
H: -1.422 1.328 0.292  0.245
H: -2.207 1.196 1.898  0.215
H: -0.629 -0.180 2.710  0.290
O: 0.759 0.356 -2.533  -0.488
C: 1.436 -0.367 -1.845  0.325
O: 1.169 -1.668 -1.680  -0.439
H: 2.170 0.104 -1.189  0.273
H: 0.213 -1.851 -1.600  0.324

ΔE to the lowest compared entry with this formula, charge and spin	55.9	kJ/mol
2S+1	1
E_HOMO	-10.36	eV
gap between HOMO and LUMO	0.40684	hartree
SMILES	NC=O.O=CO

---

[4]
Below is a structure of composition C2H2Br4O at a distorted geometry, with properties calculated with ωB97M-V/def2-TZVPD.

Each line ends with the Mulliken charge.
Cartesian coordinates (Å):
C: -1.205 -0.219 0.411  -0.037
C: 1.596 0.057 -0.363  -0.035
O: -0.305 -1.047 0.100  -0.440
Br: -1.593 1.388 -1.019  -0.300
Br: -3.012 -1.117 0.565  -0.164
Br: 1.814 1.229 0.991  0.150
Br: 2.675 -1.349 -0.589  0.125
H: -0.966 0.515 1.173  0.369
H: 0.996 0.542 -1.268  0.332

ΔE to the lowest compared entry with this formula, charge and spin	239.4	kJ/mol
2S+1	1
E_HOMO	-9.27	eV
gap between HOMO and LUMO	0.25145	hartree